(1)
{
  "formula": "H2N3O2S",
  "method": "ωB97M-V/def2-TZVPD",
  "e_above_lowest_kcal_mol": 74.18,
  "homo_lumo_gap_ev": [5.17, 8.03],
  "charge": -1,
  "lumo_energy_ha": [0.07999, 0.13449],
  "multiplicity": 1,
  "energy_ha": -713.96901,
  "homo_ev": [-2.991, -4.370],
  "elements": ["N", "N", "N", "O", "O", "S", "H", "H"],
  "positions_angstrom": [[0.14372, -0.48405, 0.12466], [-0.93222, -1.09009, -0.14148], [-2.12479, -0.64074, 0.59133], [-0.92048, -2.22580, -0.66808], [-3.17575, -1.12159, 0.14574], [-1.66309, 2.34815, 0.09430], [0.96860, -0.88591, -0.36360], [-0.43650, 2.34959, -0.60814]]
}



(2)
{
  "formula": "CHKO3",
  "method": "ωB97M-V/def2-TZVPD",
  "e_above_lowest_kcal_mol": 0.00,
  "homo_lumo_gap_ev": 7.00,
  "charge": 0,
  "lumo_energy_ha": -0.04146,
  "multiplicity": 1,
  "energy_ha": -864.40506,
  "homo_ev": -8.126,
  "elements": ["K", "O", "C", "O", "O", "H"],
  "positions_angstrom": [[1.19726, 0.06169, 2.41346], [-0.43094, -0.61228, 0.35049], [0.06418, 0.19906, -0.71747], [1.28824, 0.47239, -0.62173], [-0.77472, 0.65327, -1.50160], [-1.34403, -0.77413, 0.07684]]
}



(3)
{
  "formula": "C3H7NO2S",
  "method": "ωB97M-V/def2-TZVPD",
  "e_above_lowest_kcal_mol": 57.73,
  "homo_lumo_gap_ev": 8.97,
  "charge": 0,
  "smiles": "NC(=O)[C@@H](S)CO",
  "lumo_energy_ha": -0.00404,
  "multiplicity": 1,
  "energy_ha": -721.87065,
  "homo_ev": -9.077,
  "elements": ["N", "C", "O", "C", "S", "C", "O", "H", "H", "H", "H", "H", "H", "H"],
  "positions_angstrom": [[1.93743, 0.97561, -0.53452], [0.70209, 1.36165, -0.04880], [0.63054, 2.32606, 0.71971], [-0.50608, 0.46624, -0.35208], [-0.25137, -0.58735, -1.85393], [-0.87404, -0.58678, 0.77860], [-1.81540, -1.52552, 0.37785], [2.22489, 0.17651, -1.04294], [2.79431, 1.41394, -0.12518], [-1.30196, 1.19552, -0.40185], [-0.82554, -1.58874, -0.96898], [0.12323, -1.12265, 1.00454], [-1.28028, 0.08966, 1.59138], [-1.55783, -2.59415, 0.85619]]
}